Density functional theory data (ωB97M-V/def2-TZVPD) for C6H19Br2CuN5O3 as an isolated structure at a distorted geometry.

Structure (XYZ):
```
36
C6H19Br2CuN5O3 ωB97M-V/def2-TZVPD
Cu 0.11859 -0.19035 0.16599
Br 1.45736 -0.78401 2.36353
Br -1.01352 0.18998 -2.40402
C 2.73089 0.09264 -1.50082
O 1.89795 -0.68976 -1.02352
N 3.50302 0.86192 -0.76012
N 2.91108 0.45810 -2.73163
H 4.25794 1.43410 -1.11054
H 3.49281 0.65756 0.22894
H 2.19086 0.13301 -3.36069
H 3.60368 1.19173 -2.77828
C 1.04857 2.96774 0.01019
O 0.77779 1.81001 0.27545
N 1.94486 3.74963 0.56533
N 0.48771 3.56641 -1.00722
H 2.25589 4.59562 0.10964
H 2.39969 3.24388 1.31194
H 0.90720 4.45610 -1.23654
H -0.25970 3.10252 -1.50351
C -3.81049 -1.14649 1.92618
C -2.29015 -1.13386 1.50543
C -1.94389 -2.34321 0.56350
O -0.57577 -2.26445 0.16942
C -0.14879 -3.50644 -0.38230
N -2.04318 0.13745 0.82670
H -4.47705 -1.26698 1.07220
H -4.16278 -0.24902 2.43465
H -3.98844 -1.95534 2.63483
H -1.65600 -1.22307 2.38747
H -2.63545 -2.49593 -0.26506
H -2.07222 -3.22100 1.19683
H -0.50160 -3.75010 -1.38442
H -0.30475 -4.36204 0.27477
H 0.93123 -3.36367 -0.41799
H -2.91456 0.38132 0.37802
H -2.11880 0.91598 1.46566
```

* 2S+1: 3
* total charge: +1
* <S²>: 2.01
* orbital gap (alpha / beta): 10.6 / 2.8 eV
* E_LUMO (alpha / beta): -2.37 / -8.04 eV

Löwdin atomic charge list, values in e, 8 entries: 0.288 0.253 0.121 -0.704 -0.062 0.174 0.207 0.125

=====

Density functional theory data (ωB97M-V/def2-TZVPD) for C6H19BrCuN5O3 as an isolated structure at a distorted geometry.

Structure (XYZ):
```
35
C6H19BrCuN5O3 ωB97M-V/def2-TZVPD
Cu -0.90886 -3.40297 2.29111
Br -0.77591 -1.45072 0.34869
C -3.00948 1.43390 -1.96969
O -3.47536 2.36151 -2.63527
N -3.25810 0.18128 -2.19892
N -2.34974 1.57153 -0.91611
H -3.89545 0.04821 -2.97104
H -2.81411 -0.52662 -1.63159
H -2.23838 2.48645 -0.50304
H -1.88401 0.74226 -0.57625
C -2.13351 -2.73990 -3.24200
O -2.36524 -3.01874 -4.40075
N -2.88910 -2.98104 -2.21646
N -1.12730 -2.03850 -2.91474
H -2.57350 -2.78006 -1.27832
H -3.73585 -3.50767 -2.37701
H -0.44119 -1.72821 -3.58785
H -0.98870 -2.01499 -1.91457
C 2.10281 3.16251 1.65772
C 2.37238 1.70339 1.46360
C 2.16849 0.79599 2.71154
O 2.19446 -0.59257 2.41131
C 3.46036 -1.17666 2.45468
N 1.33616 1.33747 0.54181
H 1.26357 3.33652 2.33114
H 2.11906 3.68868 0.70326
H 3.01203 3.47171 2.17327
H 3.39997 1.55218 1.13301
H 1.16107 0.99851 3.07513
H 2.84687 1.15374 3.48609
H 4.11591 -0.71690 1.71509
H 3.50744 -2.22392 2.15614
H 4.04494 -0.94942 3.34615
H 1.38434 0.32871 0.52861
H 0.37382 1.49428 0.80527
```

* 2S+1: 2
* energy relative to the best compared isomer or geometry (same formula, charge and spin): 429.78 kJ/mol
* total charge: +1
* <S²>: 0.75
* orbital gap (alpha / beta): 6.1 / 2.8 eV
* E_LUMO (alpha / beta): -5.25 / -8.58 eV

Löwdin atomic charge list, values in e, 8 entries: 0.515 0.123 -0.620 0.407 0.254 0.262 0.160 0.071

=====

Density functional theory data (ωB97M-V/def2-TZVPD) for C6H19MgN2Si as an isolated structure at a distorted geometry.

Structure (XYZ):
```
29
C6H19MgN2Si ωB97M-V/def2-TZVPD
C -1.37326 -2.51734 -0.90713
Mg -0.74643 -0.90380 -2.00463
N 0.09992 0.89462 -3.10812
N -1.00497 -2.13480 -3.88773
H 1.12625 0.95863 -3.04959
H -2.12147 -0.31065 -1.70855
H -1.72688 -2.23925 0.09624
H -0.47315 -3.15895 -0.81252
H -2.17281 -3.06999 -1.43245
H -0.15644 -2.30625 -4.44612
H -1.68856 -1.71997 -4.53590
H -1.37732 -3.06539 -3.65053
H -0.13445 0.97519 -4.10631
H -0.25277 1.75427 -2.66638
C 2.56983 1.11145 2.89566
Si 0.84801 0.98195 2.19618
C -0.27340 0.11860 3.41763
C 0.16231 2.69592 1.89878
C 0.82298 0.06837 0.61922
C 0.56974 -0.50340 -0.40917
H 2.53259 1.67958 3.84803
H 3.22289 1.64223 2.17338
H 2.96907 0.09437 3.08618
H -0.29686 0.69071 4.36796
H -1.30018 0.06295 2.99844
H 0.10304 -0.90798 3.60973
H 0.80297 3.23299 1.16948
H -0.86860 2.61712 1.49410
H 0.13794 3.25883 2.85413
```

* 2S+1: 1
* total charge: -1
* orbital gap: 4.3 eV
* E_LUMO: 2.65 eV

Löwdin atomic charge list, values in e, 8 entries: -0.389 0.080 -0.022 -0.004 0.040 -0.126 -0.058 -0.073

=====

Density functional theory data (ωB97M-V/def2-TZVPD) for C6H19MnN2O2P as an isolated structure at a distorted geometry.

Structure (XYZ):
```
31
C6H19MnN2O2P ωB97M-V/def2-TZVPD
Mn 0.23657 0.14925 0.09497
H 0.68952 2.21265 0.28852
H 0.79617 2.45436 -0.43008
P -0.45600 -0.37067 -2.37632
C 0.92172 -1.27853 -3.15151
H 0.71465 -1.47957 -4.21349
H 1.85171 -0.69992 -3.08485
H 1.07630 -2.23985 -2.64331
C -1.97451 -1.25963 -2.83194
H -2.84927 -0.71211 -2.46412
H -2.06051 -1.37357 -3.92052
H -1.96271 -2.25487 -2.37016
C -0.42741 1.20533 -3.32149
H 0.55517 1.67699 -3.19730
H -0.62961 1.05274 -4.38965
H -1.18281 1.88674 -2.91246
C 2.01541 -0.40885 -0.26521
O 2.94085 -1.09773 -0.07800
H -0.82760 0.62692 -1.11719
H -0.19689 -1.14627 -0.90858
C 1.38013 1.01433 4.71568
N 0.13067 0.33312 4.42929
C -0.31399 0.06710 3.18648
N -1.49809 -0.60631 3.11666
O 0.29253 0.41712 2.13593
H 1.87895 1.24025 3.76845
H 2.02565 0.37785 5.33229
H 1.18944 1.94658 5.26013
H -0.43900 -0.03323 5.18453
H -1.89948 -0.79774 2.20945
H -1.97760 -0.90250 3.95380
```

* 2S+1: 5
* total charge: +1
* <S²>: 6.19
* orbital gap (alpha / beta): 7.9 / 7.1 eV
* E_LUMO (alpha / beta): -2.97 / -3.25 eV

Löwdin atomic charge list, values in e, 8 entries: 0.347 0.053 0.099 0.641 -0.243 0.065 0.052 0.061